(1)
{
  "formula": "C2H6N2O",
  "method": "wB97M-V/def2-TZVPD",
  "species": ["O", "N", "N", "C", "C", "H", "H", "H", "H", "H", "H"],
  "positions_angstrom": [[1.446, -0.711, -0.479], [-1.379, -0.738, 0.110], [-1.159, 0.497, -0.254], [1.044, 0.237, 0.551], [-0.057, 1.137, -0.135], [-2.374, -1.043, 0.270], [0.097, 2.135, -0.379], [-0.596, -1.216, 0.720], [1.910, 0.821, 0.782], [0.586, -1.247, -0.542], [0.648, -0.323, 1.495]],
  "lumo_ev": 0.9,
  "mol_weight_g_mol": 74.08,
  "homo_energy_ha": -0.332,
  "relative_energy_kj_mol": 336.6,
  "smiles": "N/N=C\\CO",
  "gap_ev": 9.92
}

***

(2)
{
  "formula": "C26H27F3O9S",
  "method": "wB97M-V/def2-TZVPD",
  "species": ["S", "F", "F", "F", "O", "O", "O", "O", "O", "O", "O", "O", "O", "C", "C", "C", "C", "C", "C", "C", "C", "C", "C", "C", "C", "C", "C", "C", "C", "C", "C", "C", "C", "C", "C", "C", "C", "C", "C", "H", "H", "H", "H", "H", "H", "H", "H", "H", "H", "H", "H", "H", "H", "H", "H", "H", "H", "H", "H", "H", "H", "H", "H", "H", "H", "H"],
  "positions_angstrom": [[3.913, -2.872, 4.931], [-3.556, 2.041, 1.594], [-3.865, 3.309, 3.317], [-2.641, 4.008, 1.691], [-2.803, 0.909, -0.251], [3.830, -3.609, 6.157], [3.654, -1.287, 5.170], [-5.517, 3.532, 0.325], [0.491, 1.654, -3.152], [-2.811, 0.411, 1.964], [5.253, -2.994, 4.410], [4.625, -0.230, -1.824], [-5.363, 5.055, 1.971], [-3.766, 3.328, 1.984], [-0.139, -0.820, -1.447], [2.736, 0.115, -6.614], [1.555, -2.498, 3.493], [-6.484, 5.771, 1.423], [1.144, 0.631, -3.164], [-4.994, 3.954, 1.314], [1.096, -0.417, -2.036], [1.098, -3.475, 1.078], [2.127, 0.279, -4.294], [1.155, -2.381, -0.019], [3.953, -0.488, -6.228], [-0.066, -1.803, -0.449], [-1.443, -0.196, -1.951], [-7.789, 5.173, 1.905], [-1.804, 1.154, -1.277], [3.358, -0.300, -3.885], [4.282, -0.684, -4.864], [1.791, 0.503, -5.631], [2.721, -3.511, 3.695], [3.578, -0.490, -2.374], [2.326, -0.994, -1.624], [-2.217, 0.924, 0.975], [2.394, -1.974, -0.598], [0.505, -2.924, 2.424], [3.752, -2.554, -0.153], [-0.987, -2.182, 0.027], [4.120, -3.365, -0.802], [-6.394, 6.798, 1.774], [4.478, -1.722, -0.089], [0.365, -4.218, 0.693], [-0.084, -2.020, 2.162], [-2.275, 1.855, -1.996], [2.319, -4.478, 4.057], [3.620, -2.889, 0.894], [-7.906, 4.149, 1.547], [-1.301, 0.006, -3.034], [-6.432, 5.796, 0.334], [-2.269, -0.933, -1.907], [3.328, -3.681, 2.788], [-8.635, 5.763, 1.551], [4.658, -0.808, -7.009], [2.051, -4.015, 1.176], [1.015, -2.447, 4.462], [2.567, 0.262, -7.689], [3.798, -0.846, 4.315], [-7.813, 5.137, 2.995], [1.950, -1.503, 3.223], [5.236, -1.162, -4.602], [-0.891, 1.646, -0.900], [-0.236, -3.657, 2.799], [0.836, 0.957, -5.933], [-1.199, 1.307, 1.179]],
  "lumo_ev": -0.8,
  "mol_weight_g_mol": 572.55,
  "homo_energy_ha": -0.347,
  "smiles": "Cc1c(CCCCS(=O)(=O)O)cc(CCOC=O)c2c1C(=O)c1ccccc1C2=O.CCOC(=O)C(F)(F)F",
  "gap_ev": 8.68
}

***

(3)
{
  "formula": "C44H46Cl4N7O2RhS",
  "method": "wB97M-V/def2-TZVPD",
  "species": ["Rh", "Cl", "Cl", "Cl", "Cl", "S", "O", "O", "N", "N", "N", "N", "N", "N", "N", "C", "C", "C", "C", "C", "C", "C", "C", "C", "C", "C", "C", "C", "C", "C", "C", "C", "C", "C", "C", "C", "C", "C", "C", "C", "C", "C", "C", "C", "C", "C", "C", "C", "C", "C", "C", "C", "C", "C", "C", "C", "C", "C", "C", "H", "H", "H", "H", "H", "H", "H", "H", "H", "H", "H", "H", "H", "H", "H", "H", "H", "H", "H", "H", "H", "H", "H", "H", "H", "H", "H", "H", "H", "H", "H", "H", "H", "H", "H", "H", "H", "H", "H", "H", "H", "H", "H", "H", "H", "H"],
  "positions_angstrom": [[0.002, -0.107, 0.112], [-4.108, -3.826, 1.664], [-7.806, -5.065, 1.504], [-1.963, -4.792, -0.046], [-1.608, -4.744, 2.841], [3.572, 2.650, -1.579], [-0.170, -0.989, -1.880], [-5.972, 2.331, -1.806], [-4.094, 1.538, 0.289], [1.302, -0.972, 1.718], [-1.420, -1.522, 1.271], [-0.205, -1.543, -4.034], [-2.092, 0.746, -0.309], [2.120, 0.608, -0.978], [-4.234, 0.550, -0.621], [1.048, 2.134, 3.622], [2.430, -2.769, 2.862], [1.312, -3.170, 0.735], [0.162, 3.867, 2.190], [0.588, 1.684, 1.322], [2.391, -0.550, 3.794], [3.447, 0.197, -0.839], [-7.712, -2.957, -1.886], [0.586, 3.428, 3.442], [-4.225, 1.557, -3.785], [2.454, -4.971, 1.878], [-5.192, -0.733, -3.871], [1.623, -0.135, 2.685], [-8.359, -2.521, 0.773], [2.813, -4.131, 2.892], [-5.519, 0.746, -3.625], [-2.364, -3.955, 1.464], [-8.349, -0.594, -2.507], [-0.020, -2.939, -3.640], [-7.706, 0.762, -2.197], [1.107, 1.248, 2.544], [1.696, -4.481, 0.791], [-7.596, -3.997, -0.972], [-0.315, -1.191, -5.451], [-6.174, 0.985, -2.216], [-7.921, -3.768, 0.353], [5.757, 0.958, -1.035], [3.883, -1.088, -0.510], [4.385, 1.196, -1.113], [-5.580, 0.154, -1.059], [1.676, -2.285, 1.775], [6.170, -0.308, -0.682], [5.237, -1.325, -0.431], [-6.465, 1.221, -4.737], [-2.804, 1.628, 0.452], [0.195, 2.997, 1.110], [-0.263, -0.626, -3.080], [-0.413, 0.816, -3.464], [-8.473, -1.498, -0.153], [2.080, 1.848, -1.364], [-1.833, -2.588, 1.358], [-8.152, -1.697, -1.495], [2.786, -1.851, 3.876], [-3.043, 0.062, -0.939], [1.418, -5.155, -0.008], [-1.219, 0.960, -4.181], [-7.280, -4.981, -1.289], [1.157, 2.379, -1.538], [3.372, -2.194, 4.720], [2.749, -6.011, 1.900], [6.472, 1.739, -1.250], [-2.353, 2.334, 1.127], [-5.949, 1.170, -5.696], [3.172, -1.883, -0.339], [2.669, 0.156, 4.561], [-8.042, -0.953, -3.490], [-1.295, -0.773, -5.680], [-4.394, 2.622, -3.635], [-6.043, -1.391, -3.704], [0.456, -0.478, -5.740], [-6.547, 2.907, -2.324], [1.360, 1.817, 4.607], [-8.632, -2.365, 1.808], [0.028, -3.551, -4.534], [-4.377, -1.088, -3.238], [-0.187, 4.882, 2.057], [0.509, 1.169, -3.931], [-7.364, 0.612, -4.819], [-0.849, -3.272, -3.017], [-8.848, -0.537, 0.177], [-8.031, 1.093, -1.207], [-4.876, -0.866, -4.907], [-5.573, -0.911, -1.278], [-6.770, 2.260, -4.596], [3.395, -4.493, 3.730], [-0.137, 3.340, 0.138], [-0.625, 1.406, -2.576], [-2.883, -0.755, -1.620], [-0.182, -2.091, -6.041], [0.905, -3.052, -3.075], [-7.487, -3.147, -2.929], [0.746, -2.799, -0.114], [0.572, 4.108, 4.282], [-3.846, 1.414, -4.800], [-9.423, -0.406, -2.586], [-3.445, 1.251, -3.091], [-6.203, 0.308, -0.181], [7.227, -0.523, -0.613], [-8.128, 1.483, -2.901], [5.589, -2.317, -0.181]],
  "lumo_ev": [-5.3, -7.6],
  "mol_weight_g_mol": 981.68,
  "homo_energy_ha": [-0.460, -0.460],
  "relative_energy_kj_mol": 6.1,
  "total_charge": 2,
  "spin_multiplicity": 5,
  "s_squared": 6.01,
  "gap_ev": [7.23, 4.87]
}